1.
{
  "formula": "C4H10N2OS",
  "method": "ωB97M-V/def2-TZVPD",
  "elements": ["C", "C", "C", "C", "H", "H", "H", "H", "H", "H", "H", "H", "H", "H", "N", "N", "O", "S"],
  "xyz": [[-2.2335, -1.0406, -0.4369], [-1.2633, -0.1112, -0.2134], [0.7907, -0.1424, 0.7381], [2.2941, -0.6039, 0.6665], [-2.4084, -1.9185, 0.1197], [-2.1543, -1.2471, -1.5741], [-3.1571, -0.6043, -0.2049], [0.6890, 0.7315, 1.2579], [0.2357, -0.7959, 1.3730], [2.2601, -1.5535, 0.1880], [2.5781, -0.6907, 1.8138], [3.0591, -0.4971, -2.0582], [-1.3648, 2.8235, -0.2654], [-0.1211, 2.0903, -0.6136], [-1.6413, 1.0444, 0.0625], [-0.8319, 2.1571, 0.1781], [0.1305, -0.1897, -0.5417], [3.1384, 0.5480, -0.4892]],
  "orbital_gap_ev": 8.53,
  "multiplicity": 1,
  "e_lumo_ev": -0.442
}

2.
{
  "formula": "C4H10N2OS",
  "method": "ωB97M-V/def2-TZVPD",
  "elements": ["C", "C", "C", "C", "H", "H", "H", "H", "H", "H", "H", "H", "H", "H", "N", "N", "O", "S"],
  "xyz": [[1.4930, -1.4817, -0.6852], [0.9408, -0.0214, -0.9622], [-2.1647, -0.8032, 0.2595], [-0.4090, 1.5135, 0.5031], [2.2717, -1.7842, -1.2971], [1.9145, -1.3626, 0.4478], [0.5555, -2.2327, -0.7237], [0.7330, 0.0207, -2.0456], [1.7181, 0.6526, -0.7030], [-1.1946, -1.2202, 1.1691], [-2.9379, -0.0755, 0.8756], [-2.7088, -1.8625, -0.2774], [1.5743, 1.3003, 1.0899], [0.7963, 2.6322, 1.6171], [-0.3155, 0.4267, -0.2543], [0.8565, 1.8763, 0.9161], [-1.4728, -0.1100, -0.7735], [-1.6504, 2.5320, 0.8439]],
  "orbital_gap_ev": 8.97,
  "multiplicity": 1,
  "e_lumo_ev": 0.628
}

3.
{
  "formula": "C4H10N2OS",
  "method": "ωB97M-V/def2-TZVPD",
  "elements": ["N", "C", "C", "S", "C", "N", "C", "O", "H", "H", "H", "H", "H", "H", "H", "H", "H", "H"],
  "xyz": [[1.8372, -0.4820, 1.0760], [0.4758, 0.1324, 0.6510], [0.6331, 1.3235, -0.3250], [1.2118, 0.7385, -1.8932], [-0.7940, -0.3555, 1.1239], [-2.0672, 0.0410, 0.2797], [-1.8248, -0.2233, -1.1890], [-0.8379, -1.1942, 2.0944], [2.2908, -0.4981, 0.1598], [2.2980, 0.2363, 1.6805], [0.0881, -3.2953, 2.1182], [1.3595, 2.1084, -0.0208], [-0.3539, 1.7771, -0.3680], [0.3309, -3.3091, 2.8664], [-2.7804, -0.5150, 0.6969], [-1.6785, 0.6913, -1.8189], [-0.9247, -0.8109, -1.2333], [-2.6461, -0.8225, -1.5994]],
  "orbital_gap_ev": 5.42,
  "multiplicity": 1,
  "e_lumo_ev": -3.274
}

4.
{
  "formula": "C4H10N2S",
  "method": "ωB97M-V/def2-TZVPD",
  "elements": ["N", "C", "C", "N", "C", "C", "S", "H", "H", "H", "H", "H", "H", "H", "H", "H", "H"],
  "xyz": [[1.0720, 1.6497, -0.5837], [1.0199, 0.8746, 0.6601], [1.6088, -0.5288, 0.5837], [2.0374, -1.0610, -0.6356], [0.0986, -0.2950, 0.7622], [-0.8018, -0.7084, -0.4072], [-2.4908, 0.1042, -0.1114], [1.7990, 1.1694, -1.0775], [1.3539, 2.6224, -0.5054], [1.2577, 1.3289, 1.6252], [2.0820, -0.8296, 1.5371], [1.9042, -2.0714, -0.7569], [2.9867, -0.8059, -0.7687], [-0.4166, -0.5243, 1.7330], [-0.8853, -1.7876, -0.5096], [-0.4522, -0.2062, -1.2868], [-3.0948, -0.7382, 0.7349]],
  "orbital_gap_ev": 9.45,
  "multiplicity": 1,
  "smiles": "N[C@@H]1[C@H](N)[C@@H]1CS",
  "e_lumo_ev": 0.829
}